No. 1
Molecular formula: C5H8O
Method: DFT, wB97M-V/def2-TZVPD

Each line ends with the natural charge from an NBO analysis.
Positions of all 14 atoms, in Å:
C1 1.53037 -0.03628 0.49454  0.268
C2 -0.59112 -0.15540 -0.17472  0.225
C3 2.46058 0.71344 -0.35413  -0.245
C4 -1.14668 -1.49348 0.04943  -0.753
C5 -1.39110 0.99566 0.26062  -0.760
O1 2.40691 -0.70477 -0.20530  -0.450
H1 2.15192 1.07675 -1.32671  0.187
H2 3.32915 1.18344 0.08902  0.187
H3 -0.37793 -2.26347 0.01331  0.232
H4 -1.73935 -1.58225 0.97082  0.219
H5 -1.83436 -1.66555 -0.79109  0.217
H6 -0.74770 1.80064 0.60920  0.231
H7 -1.89070 1.36462 -0.64238  0.221
H8 -2.15998 0.76665 1.00739  0.222

Computed properties:
Expectation value of S²: 2.035
Spin multiplicity: 3
ΔE to the lowest compared entry with this formula, charge and spin in kJ/mol: 157.3

---

No. 2
Molecular formula: C5H8O2
Method: DFT, wB97M-V/def2-TZVPD

Each line ends with the natural charge from an NBO analysis.
Positions of all 15 atoms, in Å:
O1 2.48612 0.40570 0.29475  -0.711
C1 1.09836 0.39160 0.49952  0.113
C2 0.09672 1.25683 -0.29659  -0.443
C3 -0.92244 0.16228 0.00536  0.289
O2 -2.04959 0.54243 0.70120  -0.674
C4 -0.71257 -1.00255 -0.86287  -0.441
C5 0.23619 -0.83959 0.32844  -0.312
H1 2.71257 -0.28221 -0.33853  0.468
H2 0.95311 0.67793 1.54833  0.172
H3 -0.13498 2.23894 0.11845  0.225
H4 0.32987 1.34753 -1.36404  0.208
H5 -2.57224 -0.24220 0.90505  0.474
H6 -1.39581 -1.82202 -0.62664  0.211
H7 -0.47977 -0.93759 -1.92561  0.204
H8 0.37558 -1.71233 0.96144  0.216

Computed properties:
Spin multiplicity: 1
SMILES: O[C@H]1C[C@@]2(O)C[C@@H]12
ΔE to the lowest compared entry with this formula, charge and spin in kJ/mol: 254.0

---

No. 3
Molecular formula: C5H8O2
Method: DFT, wB97M-V/def2-TZVPD

Each line ends with the natural charge from an NBO analysis.
Positions of all 15 atoms, in Å:
O1 2.34836 0.24238 -0.36104  -0.700
C1 1.24020 0.33627 0.49545  0.114
C2 0.06484 1.26728 0.04387  -0.447
C3 -0.81070 0.04694 0.00885  0.225
O2 -2.20493 -0.04673 0.40276  -0.709
C4 -0.46493 -1.19146 -0.70072  -0.506
C5 0.25425 -0.86440 0.59577  -0.285
H1 2.09080 -0.32960 -1.09402  0.464
H2 1.64243 0.64493 1.46968  0.188
H3 -0.25599 1.91519 0.86472  0.222
H4 0.20980 1.85181 -0.87084  0.208
H5 -2.75891 0.26932 -0.33062  0.477
H6 -1.67745 -1.40330 -0.33761  0.319
H7 0.11120 -1.23410 -1.65669  0.207
H8 0.21104 -1.50451 1.47043  0.223

Computed properties:
Spin multiplicity: 1
SMILES: O[C@H]1C[C@@]2(O)C[C@@H]12
ΔE to the lowest compared entry with this formula, charge and spin in kJ/mol: 397.8

---

No. 4
Molecular formula: C5H8O2
Method: DFT, wB97M-V/def2-TZVPD

Each line ends with the natural charge from an NBO analysis.
Positions of all 15 atoms, in Å:
C1 1.67618 -0.58284 0.22124  -0.616
C2 0.43220 0.20999 0.57204  -0.253
C3 -0.08160 1.30743 -0.35614  0.051
O1 -0.62083 0.70337 -1.53670  -0.505
C4 -1.43486 0.75224 -0.36142  0.010
C5 -0.98196 -0.47829 0.43614  0.088
O2 -1.04641 -1.67511 -0.28072  -0.701
H1 2.54062 0.07866 0.09680  0.212
H2 1.54494 -1.15106 -0.70355  0.216
H3 1.91112 -1.29710 1.01730  0.217
H4 0.51599 0.63501 1.57991  0.209
H5 0.24669 2.33803 -0.44926  0.203
H6 -2.40526 1.23251 -0.43675  0.205
H7 -1.48231 -0.63720 1.39377  0.187
H8 -0.81453 -1.43565 -1.19265  0.478

Computed properties:
Spin multiplicity: 1
SMILES: C[C@@H]1[C@H](O)[C@@H]2O[C@H]12
ΔE to the lowest compared entry with this formula, charge and spin in kJ/mol: 220.4

---

No. 5
Molecular formula: C5H8O2
Method: DFT, wB97M-V/def2-TZVPD

Each line ends with the natural charge from an NBO analysis.
Positions of all 15 atoms, in Å:
C1 -1.28062 0.78661 -0.90737  0.250
C2 0.69460 -1.45184 -0.31920  -0.669
C3 0.41671 -0.04352 0.12670  -0.144
C4 -0.78382 0.07775 1.31264  0.472
C5 1.37385 0.90007 0.12152  -0.325
O1 -1.85525 1.31361 0.09164  -0.586
O2 -1.37192 -0.91208 1.64043  -0.550
H1 -0.57527 0.95429 1.93498  0.154
H2 -1.59814 -0.21551 -1.23885  0.156
H3 -0.84505 1.41423 -1.69694  0.152
H4 1.06592 -1.46955 -1.34590  0.218
H5 1.43576 -1.92762 0.32603  0.232
H6 -0.21920 -2.04588 -0.27068  0.236
H7 1.17320 1.89779 0.49109  0.201
H8 2.36926 0.72164 -0.26608  0.202

Computed properties:
Spin multiplicity: 1
SMILES: C=C(C)C=O.C=O
ΔE to the lowest compared entry with this formula, charge and spin in kJ/mol: 371.1

---

No. 6
Molecular formula: C5H8O2
Method: DFT, wB97M-V/def2-TZVPD

Each line ends with the natural charge from an NBO analysis.
Positions of all 15 atoms, in Å:
O1 -1.34960 1.20889 -1.11359  -0.688
C1 -1.10845 -0.12908 -1.02718  0.142
C2 -0.84754 -0.94785 -2.04325  -0.552
C3 0.19877 -0.42449 2.00794  -0.024
C4 0.75704 0.87760 1.45282  -0.581
C5 1.59756 -0.04456 0.65535  0.131
O2 1.12979 -1.12783 1.24604  -0.379
H1 -1.31549 1.47102 -2.04429  0.476
H2 -1.14528 -0.45716 0.01392  0.197
H3 -0.66243 -1.99873 -1.85385  0.219
H4 -0.81776 -0.60682 -3.07661  0.192
H5 0.20989 -0.70726 3.06210  0.162
H6 0.12086 1.54442 0.86214  0.266
H7 1.28845 1.43661 2.23075  0.257
H8 1.94420 -0.09477 -0.37229  0.183

Computed properties:
Spin multiplicity: 1
ΔE to the lowest compared entry with this formula, charge and spin in kJ/mol: 524.3

---

No. 7
Molecular formula: C5H8O2
Method: DFT, wB97M-V/def2-TZVPD

Each line ends with the natural charge from an NBO analysis.
Positions of all 15 atoms, in Å:
C1 1.51660 0.79000 -0.41936  -0.627
C2 0.44763 -0.02659 0.26672  0.247
O1 1.00339 -0.57521 1.44182  -0.703
C3 -0.94814 0.65195 0.49760  -0.451
C4 -1.57806 -0.47167 -0.32414  0.044
O2 -0.97694 -0.41316 -1.61521  -0.484
C5 -0.27527 -1.09258 -0.58349  0.008
H1 1.12846 1.18592 -1.36177  0.226
H2 1.82023 1.62432 0.22135  0.218
H3 2.39623 0.17087 -0.62299  0.219
H4 0.32375 -1.11528 1.87157  0.464
H5 -1.21596 0.64639 1.55897  0.215
H6 -1.09004 1.65436 0.08254  0.219
H7 -2.57152 -0.90414 -0.25762  0.202
H8 0.01964 -2.12517 -0.75599  0.204

Computed properties:
Spin multiplicity: 1
SMILES: C[C@@]1(O)C[C@H]2O[C@H]21
ΔE to the lowest compared entry with this formula, charge and spin in kJ/mol: 217.7

---

No. 8
Molecular formula: C5H8O2
Method: DFT, wB97M-V/def2-TZVPD

Each line ends with the natural charge from an NBO analysis.
Positions of all 15 atoms, in Å:
C1 -1.39358 0.48972 -1.15814  -0.628
C2 -0.40087 -0.22496 -0.29301  0.249
C3 1.07579 -0.28485 -0.57455  -0.476
C4 0.56341 0.39222 0.67292  0.135
O1 0.65677 1.72295 0.96245  -0.664
C5 -0.42244 -1.00857 1.73160  -0.072
O2 -0.86264 -1.33764 0.42419  -0.543
H1 -1.74999 -0.18263 -1.94504  0.229
H2 -0.94016 1.36743 -1.62749  0.223
H3 -2.25259 0.81438 -0.56248  0.225
H4 1.60061 -1.23402 -0.50747  0.240
H5 1.43302 0.41357 -1.32703  0.236
H6 1.58642 1.94051 1.11440  0.482
H7 0.74706 -0.43885 1.59776  0.239
H8 -1.07763 -0.19269 2.09663  0.124

Computed properties:
Spin multiplicity: 1
ΔE to the lowest compared entry with this formula, charge and spin in kJ/mol: 586.2